1.
C2H6N2S2 | ωB97M-V/def2-TZVPD

Output
LUMO level (eV): -0.37
Highest occupied orbital energy (eV): -8.61
Orbital gap (eV): 8.2
Energy relative to the best compared isomer or geometry (same formula, charge and spin) (kcal/mol): 98.5
Total charge: 0

Structure (XYZ):
```
12
Properties=species:S:1:pos:R:3:forces:R:3:nbo_charge:R:1
C 0.7608 0.6281 -0.8376 0.1721 -1.0656 -0.6653 -0.570
C -0.4768 -0.1037 -0.0897 3.7265 -1.9209 -1.7109 0.421
H 2.8062 0.1583 0.4601 -0.9951 -1.7413 -2.6888 0.156
H 0.5061 0.9794 -1.9449 0.5083 -0.8411 2.5755 0.260
H 1.2136 1.4306 -0.2308 -1.0137 0.1319 -0.5156 0.231
H 0.4816 -1.8405 -0.2211 -2.8016 1.5150 1.1998 0.389
H -0.9297 1.5038 0.7230 -0.2334 0.9657 0.3281 0.389
H -1.9548 -1.7691 1.4320 -0.4444 3.5187 -0.9973 0.235
N -0.4716 -1.3659 0.1560 1.7625 -0.4723 -1.2756 -0.719
N -1.4143 0.7840 0.2266 -2.3447 -0.4592 1.3825 -0.720
S 2.2648 -0.5318 -0.8106 0.4549 2.3991 2.2092 -0.074
S -2.7861 0.1269 1.1371 1.2088 -2.0301 0.1584 0.002
```
Positions in Å, forces in eV/Å.

2.
C5H10O3 | ωB97M-V/def2-TZVPD

Output
LUMO level (eV): -1.79
Highest occupied orbital energy (eV): -9.19
Orbital gap (eV): 7.4
Energy relative to the best compared isomer or geometry (same formula, charge and spin) (kcal/mol): 207.6
Total charge: 0

Structure (XYZ):
```
18
Properties=species:S:1:pos:R:3:forces:R:3:nbo_charge:R:1
C 0.4103 -0.1002 -1.9822 1.6391 3.3316 1.1408 -0.110
C -0.7582 0.1866 -1.0173 3.2967 2.8187 2.5166 0.069
C -0.9613 -0.7213 0.2500 -0.9330 -0.1055 -1.2812 -0.308
C -1.5982 -0.1113 1.4602 1.9392 -0.1205 0.7663 -0.445
C -0.1546 -0.7384 1.5237 -0.4083 -0.7876 -0.4933 0.079
H 1.6288 -0.7737 -0.5332 0.7866 4.2863 -2.4732 0.491
H 0.3641 -0.9801 -2.4652 0.1641 -4.2287 -0.5331 0.172
H 0.5653 0.4506 -2.9498 -0.8405 1.0288 1.4242 0.204
H -1.6737 0.4329 -1.5317 -0.3478 -0.0088 0.1128 0.210
H 0.8046 1.2045 -0.0911 -3.5962 1.0880 -1.2746 0.521
H -1.4414 -1.6390 0.1028 -0.4167 -1.4859 -1.0132 0.210
H -2.2206 -0.8668 1.9699 -0.3585 1.3549 -0.0982 0.219
H -1.6751 0.9927 1.4262 -0.2670 -0.9637 0.4942 0.271
H 0.0141 -1.6820 2.1847 -1.0332 1.5214 -1.7497 0.178
H 1.7951 -0.7792 2.6294 -1.5137 2.5930 -3.7585 0.383
O 1.6794 0.1572 -1.1952 -1.7351 -5.8755 0.8256 -0.720
O -0.2122 1.5047 -0.3548 1.0288 -2.2423 -0.2876 -0.788
O 1.0590 -0.0934 1.2814 2.5954 -2.2041 5.6821 -0.635
```
Positions in Å, forces in eV/Å.

3.
C5H10NO | ωB97M-V/def2-TZVPD

Output
LUMO level (eV): 3.58
Highest occupied orbital energy (eV): -2.11
Orbital gap (eV): 5.7
Energy relative to the best compared isomer or geometry (same formula, charge and spin) (kcal/mol): 35.9
SMILES: C=C(N)CCC[O-]
Total charge: -1

Structure (XYZ):
```
17
Properties=species:S:1:pos:R:3:forces:R:3:nbo_charge:R:1
C 0.8301 0.7273 -2.0571 -1.6386 -1.6048 -0.8408 -0.011
O 0.3147 0.4203 -3.2774 0.6655 0.1748 0.2146 -0.962
C -0.1814 0.2602 -0.9486 0.5128 1.2129 1.9182 -0.395
C 0.5911 0.0538 0.4064 -0.3559 -0.7037 0.2272 -0.478
C -0.2000 -0.2769 1.6567 -0.6820 0.3681 -1.6059 0.241
C -0.5088 0.5087 2.6925 -1.2909 -0.2769 0.5539 -0.525
N -0.7489 -1.6190 1.5321 0.7641 -0.9452 1.2006 -0.875
H 1.0089 1.8011 -1.9556 0.2709 0.6232 0.5175 0.087
H 1.7895 0.1866 -1.7698 -0.1129 0.2864 -0.2543 0.055
H -0.6590 -0.6828 -1.2025 0.1468 -0.0262 -0.3269 0.198
H -0.9753 0.9781 -0.6943 -0.0061 0.1599 -0.6981 0.161
H 1.0494 -0.8997 0.1681 0.7240 -0.2173 0.3489 0.223
H 1.3914 0.7618 0.6383 -0.3262 0.3305 -0.3500 0.199
H -0.9972 0.0787 3.5790 -0.0410 -0.1910 -0.4852 0.167
H -0.7568 1.5591 2.6287 1.3842 0.4566 -0.1265 0.204
H -1.7575 -1.6256 1.4423 -0.0178 0.5120 -0.1014 0.363
H -0.5881 -2.0925 2.4227 0.0031 -0.1592 -0.1916 0.348
```
Positions in Å, forces in eV/Å.